Record 1
{
  "formula": "C25H54BeCaCl4F2N3O14P2S",
  "method": "the ωB97M-V functional and the def2-TZVPD basis",
  "species": ["Ca", "Cl", "Cl", "Cl", "Cl", "S", "P", "P", "F", "F", "O", "O", "O", "O", "O", "O", "O", "O", "O", "O", "O", "O", "O", "O", "N", "N", "N", "C", "C", "C", "C", "C", "C", "C", "C", "C", "C", "C", "C", "C", "C", "C", "C", "C", "C", "C", "C", "C", "C", "C", "C", "C", "Be", "H", "H", "H", "H", "H", "H", "H", "H", "H", "H", "H", "H", "H", "H", "H", "H", "H", "H", "H", "H", "H", "H", "H", "H", "H", "H", "H", "H", "H", "H", "H", "H", "H", "H", "H", "H", "H", "H", "H", "H", "H", "H", "H", "H", "H", "H", "H", "H", "H", "H", "H", "H", "H", "H"],
  "coordinates": [[4.387212, 1.452956, -5.792758], [9.988862, -5.574275, -2.322466], [4.196862, 1.148220, 3.360347], [11.927306, -5.584419, -4.506889], [-7.967719, -1.421654, 4.989737], [-2.222290, 1.941656, 5.572806], [-0.554432, -0.980167, -0.673859], [-7.844530, 1.401640, 0.646454], [0.991295, 1.950159, 2.051854], [4.952033, 1.868337, 1.015264], [-3.022656, 1.943523, 4.399436], [-7.711171, 2.984130, 0.234958], [-9.506876, 1.476275, 0.520604], [-6.303600, 1.094184, 0.667384], [-7.964864, 1.533203, 2.285782], [-0.844441, 0.390928, -1.128499], [-0.711279, 1.584315, 5.149492], [-2.532004, 0.594717, 6.402274], [-2.200839, 3.030402, 6.478226], [4.081530, -2.156638, 2.786596], [-1.064431, -1.277383, 0.850941], [8.265488, -2.576704, -5.842715], [7.499258, 0.276168, -4.046947], [-1.205087, -2.138994, -1.614485], [9.918637, -1.844590, -4.474285], [3.413182, -0.234865, 1.603408], [10.270279, -3.632069, -5.867523], [11.445574, -6.330890, -2.976965], [-3.518197, -1.773127, 0.667942], [-10.370329, 2.136047, 1.456545], [4.804027, -1.755959, 0.494599], [2.740634, 2.698113, 0.950991], [-1.570010, -1.664697, -2.936186], [3.334726, 0.285777, 0.220494], [3.761525, 1.808440, 0.298455], [9.413688, -2.680495, -5.423472], [-6.029788, 1.391595, 3.720317], [-7.333010, 3.320649, -1.100174], [-8.451386, 3.039112, -2.086997], [-10.255680, 3.645557, 1.473241], [-1.535246, -0.384190, 6.101113], [6.259627, 0.779208, -3.585558], [5.465041, -0.323544, -2.819385], [-2.392737, -0.792620, 1.099275], [5.567942, -0.129059, -1.244765], [-7.210453, 0.657311, 3.116433], [-2.908840, -0.878928, -2.994831], [4.078235, -1.472855, 1.836302], [1.293726, -1.139533, -0.597720], [-0.273904, 0.416415, 5.847543], [4.281483, -0.693405, -0.536036], [1.802950, 0.256376, -0.099891], [-6.504583, -0.849488, 0.146594], [0.451963, -0.132573, 5.251281], [1.178876, 0.531099, 0.768962], [-1.709275, -2.577935, -3.547398], [-4.471118, -1.183998, 0.680409], [-2.602565, 0.200945, 0.667426], [3.838814, -1.333421, -1.319323], [-7.098114, 4.384924, -1.103600], [5.873363, -1.766823, 0.770290], [-0.719557, -1.126868, -3.388216], [-3.329005, -0.692702, -1.991654], [-10.287542, 4.053478, 0.463212], [5.751777, 0.947435, -1.084491], [9.928306, -4.265672, -6.567880], [6.480764, 1.669527, -2.974212], [0.190720, 0.732109, 6.784503], [-1.426116, -1.085727, 6.924680], [-8.664054, 1.967315, -2.145301], [-2.485273, -0.670084, 2.195142], [-7.887228, 0.297713, 3.933936], [2.425560, 2.289509, 2.017500], [-3.665713, -1.343237, -3.647088], [-1.849578, -0.924025, 5.203676], [12.253433, -6.216217, -2.262012], [7.389448, -0.193914, -4.892839], [-8.180584, 3.390469, -3.083933], [-3.404530, -2.171791, -0.351626], [11.212506, -3.734019, -5.536455], [-10.258432, 1.717020, 2.455695], [-5.363140, 0.696200, 4.229119], [4.577595, -2.811539, 0.254279], [5.915503, -1.313272, -3.019458], [-11.382401, 1.873061, 1.139117], [11.248777, -7.383727, -3.149608], [1.610431, -1.305527, -1.642470], [6.494685, -0.647628, -0.947923], [-5.464201, 1.935019, 2.965238], [5.600734, 1.123710, -4.436841], [10.853011, -1.908798, -4.115397], [-3.662505, -2.592842, 1.392931], [3.215197, 3.687179, 1.135966], [1.578091, -1.969944, 0.077587], [-6.890773, -0.229359, 2.560669], [-6.376224, 2.132157, 4.443450], [1.873505, 2.894734, 0.307976], [-2.698519, 0.128362, -3.406040], [4.387264, -0.281797, -3.083354], [9.308600, -1.128894, -4.122523], [-9.324788, 3.969088, 1.938445], [2.690734, 0.076878, 2.256704], [-9.373724, 3.532450, -1.780122], [-6.423732, 2.778663, -1.379648], [3.992491, 2.114161, -0.746164], [-11.078763, 4.071796, 2.050051], [1.624563, 0.982469, -0.915665]],
  "forces_ev_per_angstrom": [[-1.43, 0.36, -1.58], [0.02, -0.03, 0.03], [-0.11, -0.16, 0.22], [0.56, -0.71, 0.32], [-0.03, -0.21, 0.07], [0.43, -0.40, 0.10], [0.48, 0.31, 0.72], [-1.33, 5.62, 5.06], [-0.41, -0.71, 1.09], [0.09, 0.11, -1.05], [0.04, 0.20, 0.01], [0.26, -1.01, -0.65], [1.61, -2.23, -2.19], [-0.64, -4.34, -2.91], [0.22, -1.01, -0.58], [-0.34, -0.28, -0.32], [-0.56, -0.15, -0.08], [0.28, 0.43, 0.05], [-0.26, 0.03, -0.10], [-0.53, -0.37, 1.76], [0.24, -0.06, -1.80], [-0.29, 0.32, 0.09], [-0.45, 0.64, -0.60], [0.50, 1.01, 0.67], [-0.08, 0.25, 0.16], [-0.76, 1.13, 0.98], [-0.25, 0.29, -0.46], [0.01, -0.09, 0.18], [0.00, 0.05, 0.14], [-1.03, 0.16, 0.77], [-0.88, -0.32, 1.47], [1.71, 1.02, -1.16], [-0.71, -0.82, -1.03], [-0.57, -0.92, 2.00], [-0.11, 0.02, 0.02], [0.26, -0.11, -0.06], [-0.14, -0.09, 0.32], [0.05, 0.21, -0.39], [-0.04, -0.09, 0.02], [0.53, 0.04, 0.01], [0.05, -0.30, -0.42], [0.19, -1.35, 0.30], [0.20, 0.76, 1.17], [-1.56, 0.03, 0.97], [-0.23, 0.70, -1.43], [0.26, 0.68, 0.07], [0.53, 0.93, -0.06], [1.02, 0.56, -3.46], [-0.71, 0.19, 0.18], [0.23, -0.06, 0.45], [2.61, -1.24, -0.27], [-0.07, -0.98, -1.32], [-0.05, 2.62, 0.69], [-0.06, 0.19, -0.17], [0.73, 0.42, -0.34], [0.28, 0.30, 0.52], [0.42, -0.14, 0.08], [0.63, -0.40, -0.06], [-0.67, 0.81, 0.47], [0.02, -0.04, 0.18], [-0.32, 0.44, -0.49], [-0.46, 0.06, 0.33], [0.21, -0.25, -0.45], [-0.08, 0.00, 0.01], [-0.24, -0.49, 0.33], [0.03, 0.01, 0.05], [-0.25, -0.31, -0.24], [0.00, -0.06, 0.00], [-0.18, 0.17, 0.11], [0.01, 0.01, -0.05], [0.31, 0.01, -0.55], [0.05, 0.09, -0.09], [-0.40, 0.15, -0.63], [0.38, -0.06, 0.39], [0.06, -0.04, 0.02], [-0.04, 0.11, -0.06], [0.12, -0.26, 0.37], [0.03, -0.02, 0.03], [0.07, 0.09, 0.48], [-0.35, 0.22, -0.05], [0.24, 0.00, -0.11], [-0.07, 0.02, 0.04], [-0.03, 0.56, -0.19], [-0.53, 0.48, -0.49], [0.19, -0.18, -0.28], [-0.06, 0.09, -0.10], [-0.05, -0.33, 0.49], [-0.57, 0.24, 0.20], [0.01, -0.13, -0.25], [1.85, -0.28, 1.66], [-0.02, -0.05, -0.03], [0.19, 0.26, -0.44], [-0.14, -0.58, 0.25], [0.00, 0.29, -0.49], [-0.03, 0.00, 0.13], [0.01, -0.08, 0.02], [0.29, -0.35, 0.43], [-0.20, -0.48, 0.24], [0.47, -0.20, -0.10], [0.11, -0.02, 0.10], [-0.02, 0.01, -0.03], [-0.36, -0.46, -0.35], [0.05, 0.02, -0.01], [0.02, 0.04, 0.07], [-0.26, -0.08, 0.45], [-0.06, -0.17, -0.03], [-0.14, -0.28, 0.46]],
  "lumo_energy_ev": -7.173,
  "total_energy_ha": -6015.641177,
  "homo_ev": -8.164,
  "fmax_ev_per_a": 7.68,
  "charge": 1
}

=====

Record 2
{
  "formula": "C5H7NO",
  "method": "the ωB97M-V functional and the def2-TZVPD basis",
  "species": ["O", "N", "C", "C", "C", "C", "C", "H", "H", "H", "H", "H", "H", "H"],
  "coordinates": [[1.637162, -1.066225, 1.139560], [-1.168270, 0.213548, 0.808874], [2.178251, -0.544257, -0.060100], [-2.284997, 0.342852, -0.128777], [1.121996, -0.341146, -1.065754], [0.012250, 0.067932, -1.320997], [-0.950111, 0.817865, -0.517803], [-0.820667, -0.745693, 0.785797], [-0.704445, 1.876299, -0.472062], [-2.659020, -0.555285, -0.612737], [2.964650, -1.218259, -0.381971], [2.608569, 0.452306, 0.112394], [-3.025593, 1.079732, 0.161815], [1.090228, -0.379672, 1.551766]],
  "forces_ev_per_angstrom": [[-0.07, 0.13, 0.11], [-0.03, -0.08, 0.16], [0.39, -0.04, -0.28], [-0.38, 0.05, -0.20], [-0.31, 0.14, -0.15], [0.63, -0.11, 0.73], [-0.18, 0.26, -0.12], [-0.14, 0.18, -0.06], [-0.29, -0.08, -0.07], [0.02, 0.12, 0.09], [0.10, -0.07, 0.04], [0.16, -0.22, -0.05], [-0.05, -0.14, -0.07], [0.14, -0.16, -0.12]],
  "lumo_energy_ev": 0.665,
  "total_energy_ha": -324.557030,
  "homo_ev": -9.292,
  "fmax_ev_per_a": 0.97
}

=====

Record 3
{
  "formula": "FH3N2O2S",
  "method": "the ωB97M-V functional and the def2-TZVPD basis",
  "species": ["S", "F", "O", "O", "N", "N", "H", "H", "H"],
  "coordinates": [[-1.826761, 0.261909, -0.003327], [-2.400633, 1.505423, -1.057085], [-2.968038, -0.175259, 0.606335], [-1.502152, -0.968260, -1.172988], [1.817466, 0.356568, 0.276541], [2.067935, -0.669282, 0.904022], [2.527726, 1.099543, 0.479645], [2.881314, -0.609068, 1.546387], [-0.596853, -0.801575, -1.579531]],
  "forces_ev_per_angstrom": [[3.63, 1.22, -4.73], [0.89, -1.53, 0.91], [-3.94, -1.65, 2.34], [0.89, 2.10, 0.78], [0.80, 0.41, 0.11], [-0.41, -0.60, 0.24], [-0.47, -0.07, -0.14], [0.01, 0.24, -0.28], [-1.40, -0.12, 0.76]],
  "lumo_energy_ev": 0.279,
  "total_energy_ha": -759.752748,
  "homo_ev": -10.174,
  "fmax_ev_per_a": 6.08
}